82
Properties=species:S:1:pos:R:3 method="wB97M-V/def2-TZVPD" total_energy_ha=-2721.0412 spin_multiplicity=4 homo_energy_ev="-9.36 / -9.73" total_charge=+1 lumo_energy_ev="-2.57 / -2.69"
H -2.48900 -1.89316 -2.22459
C -0.49245 -3.00513 -0.73746
H -3.28575 1.56554 -1.94030
N 1.91008 -2.38867 -5.71949
O 0.57074 -2.27314 -7.53993
C -0.95933 4.27056 2.31162
C -3.10268 2.08784 -0.99997
C -1.26900 1.96858 2.97742
N -1.22353 -0.39268 -3.61204
C 2.57737 -1.18110 2.96063
H -2.67320 1.06332 -3.79260
C -0.33351 -1.13444 -4.28353
H 5.27464 0.40262 3.87879
C -1.89734 -2.11160 1.08868
C 3.74029 0.29070 -0.72201
H -0.85829 3.57306 4.32890
H 1.11030 0.50943 1.38811
H 4.09391 -0.52204 4.80502
H 0.35867 -2.94527 -0.06065
H 2.36326 -1.53171 1.95294
C -2.00899 -0.90520 1.83897
H -0.78351 -0.10551 -7.45218
H -0.88977 -4.02320 -0.73279
H -1.51704 3.99702 -1.84755
N -1.63041 0.26540 1.19101
H -2.16788 -4.23097 1.03276
C 1.68918 0.39310 0.47989
H -2.76176 -0.11399 3.68907
C -2.93169 -2.24043 3.64061
C -0.13417 -1.05735 -5.65071
H 2.57515 -2.94855 -6.22741
H -3.35911 -2.27897 4.63413
C -2.75861 -3.41005 2.92130
H 4.20659 1.81717 5.66317
C -2.72014 -2.15466 -1.19363
H 1.00534 0.09036 -2.69273
H 2.62515 1.53673 4.93592
H -3.54167 3.08713 -1.06785
N -1.64041 2.17799 -0.73967
C -2.57683 -1.00719 3.11182
C 1.29863 -0.88290 3.72367
H 3.86440 2.43941 4.04869
N -1.50268 -2.01931 -0.33291
C -0.90367 -0.15869 -6.37829
H -2.44185 1.33737 -6.22502
H -0.76059 5.30147 2.56685
C 4.21408 0.31357 4.11500
C -1.46908 1.57238 1.65578
C -1.01814 3.29989 3.29404
H 3.48919 0.10332 -2.85566
H -3.03515 -4.36532 3.34353
C -1.94370 0.47187 -4.33089
C 3.69334 1.60390 4.72527
H 0.03278 3.20613 -1.47925
H 2.20041 -1.96160 -4.86007
C -2.25864 -3.33021 1.62661
C 3.00464 0.16638 -1.89153
H 1.50215 -0.69454 4.77855
H -1.26803 1.23121 3.76619
H 0.21893 -1.86035 -3.69550
H 0.61256 -1.72863 3.66267
N 0.97575 0.26289 -0.64164
C 3.07348 0.38671 0.48814
H 4.82169 0.33129 -0.73353
H -0.15940 -2.77304 -1.74993
C -1.40416 2.58849 0.65511
C -1.15770 3.90401 0.98263
H -3.57422 1.54050 -0.18486
H -3.49667 -1.49475 -0.80123
C -1.00764 3.03411 -1.75022
H -1.11294 4.65983 0.21040
C -1.81879 0.62491 -5.70370
N 3.50087 -0.04987 2.88188
C 0.81545 -1.95591 -6.39739
O 4.75406 1.44220 1.72619
C 1.62378 0.16274 -1.80980
C 3.84944 0.62320 1.76238
H -1.04646 2.52607 -2.71438
H 0.78682 -0.00174 3.33101
H 3.11503 -1.99832 3.45039
H -3.09764 -3.18100 -1.16731
V -1.06489 0.08078 -0.68552